No. 1
{
  "formula": "C37H34AsF3MoO4P2S2",
  "method": "wB97M-V/def2-TZVPD",
  "e_lumo_ev": [-7.39, -7.39],
  "orbital_gap_ev": [6.7, 6.7],
  "charge": 2,
  "de_lowest_kcal_mol": 38.7,
  "energy_ev": -158193.7098,
  "homo_energy_ev": [-14.06, -14.06],
  "elements": ["Mo", "As", "S", "S", "P", "P", "F", "F", "F", "O", "O", "O", "O", "C", "C", "C", "C", "C", "C", "C", "C", "C", "C", "C", "C", "C", "C", "C", "C", "C", "C", "C", "C", "C", "C", "C", "C", "C", "C", "C", "C", "C", "C", "C", "C", "C", "C", "C", "C", "C", "H", "H", "H", "H", "H", "H", "H", "H", "H", "H", "H", "H", "H", "H", "H", "H", "H", "H", "H", "H", "H", "H", "H", "H", "H", "H", "H", "H", "H", "H", "H", "H", "H", "H"],
  "xyz": [[-0.22826, -1.18856, 0.05768], [-2.34490, -2.78922, 0.70590], [2.16606, -0.75037, -0.52342], [-1.33536, -0.20487, 2.00839], [1.30667, 0.93489, -1.23534], [-0.67769, 1.54228, 1.17345], [-3.45759, 0.24065, -3.30837], [-3.00433, 0.08056, -1.20032], [-3.44170, -1.70262, -2.35116], [0.47322, -3.22538, -0.31785], [0.82026, -2.22279, 1.56147], [-1.23954, -1.33561, -3.98192], [-0.75314, -1.42029, -1.71849], [2.70640, -5.67514, 3.14031], [2.27935, 2.40975, -1.01770], [1.51501, 1.47259, 2.84867], [2.09191, -4.52859, 2.67324], [-2.84060, -0.50958, -2.40025], [-2.55960, -4.30092, -0.46912], [-4.00130, 4.57836, 0.59264], [0.24713, -0.17552, -5.60254], [-4.09552, -1.97165, 0.81271], [3.40678, 2.40923, -0.20228], [1.83420, -5.57219, 0.49351], [1.47458, 0.17386, -5.23831], [-3.55246, 4.27269, 1.87320], [2.45106, -6.71414, 0.96985], [2.88316, -6.76288, 2.29146], [1.65158, -4.48371, 1.34776], [1.89373, 4.23318, 2.74066], [3.69823, 4.75040, -0.66117], [1.76097, 0.57107, -3.85759], [4.12123, 3.58638, -0.03486], [2.57347, 2.05488, 3.52531], [-1.96636, 2.74068, 0.92946], [2.56270, 4.75128, -1.46494], [0.98128, -3.29894, 0.85322], [-2.10004, -3.55114, 2.46141], [0.80903, 0.72942, -2.93224], [-0.14324, 0.76083, -0.28050], [0.83222, 3.66272, 2.05666], [0.64107, 2.28097, 2.12119], [-1.35110, -0.68437, -2.74721], [-2.41630, 3.04376, -0.35278], [1.85304, 3.57904, -1.65408], [-0.65247, 0.59226, -3.27334], [-0.89270, -0.06876, -4.64816], [-3.43373, 3.96960, -0.51848], [-2.53116, 3.35504, 2.04808], [2.75824, 3.43148, 3.47485], [-4.79822, 5.29797, 0.46264], [-1.77885, 0.32026, -5.14796], [-2.17580, 3.12598, 3.04630], [-3.99757, 4.75271, 2.73358], [-2.11233, -2.76136, 3.20938], [-1.87748, -5.09338, -0.16422], [5.00910, 3.59303, 0.58234], [-3.78555, 4.21446, -1.51130], [-1.16062, -4.09935, 2.51381], [3.72587, 1.49864, 0.28908], [2.03811, 5.30437, 2.70793], [-4.69570, -2.59911, 1.47164], [-1.19792, 1.51826, -3.09082], [-3.59065, -4.64194, -0.38743], [2.24735, 5.66077, -1.95756], [-4.02487, -0.96733, 1.22074], [0.15167, 4.28965, 1.49477], [0.03199, -0.51261, -6.60774], [-1.97296, 2.55758, -1.21213], [2.29760, 0.12857, -5.93772], [1.95038, -3.67194, 3.31975], [2.80436, 0.69483, -3.58371], [0.98576, 3.57107, -2.30477], [1.49814, -5.50964, -0.53300], [3.36697, -7.65618, 2.66319], [4.26151, 5.66490, -0.53086], [3.05224, -5.72507, 4.16331], [-2.33496, -4.00280, -1.49094], [2.60154, -7.56239, 0.31715], [-2.92996, -4.23497, 2.64277], [3.24471, 1.43770, 4.10661], [3.57753, 3.88248, 4.01883], [-4.54277, -1.94728, -0.17473], [1.35782, 0.40150, 2.90244]],
  "forces_ev_per_a": [[-0.22, -0.12, -0.36], [0.31, 0.11, 0.07], [0.13, -0.05, -0.04], [-0.06, 0.16, 0.12], [0.17, 0.22, -0.05], [0.01, -0.10, 0.02], [-0.02, 0.02, -0.01], [-0.02, -0.02, 0.00], [0.00, 0.04, 0.02], [0.24, 0.13, 0.48], [-0.35, -0.31, -0.09], [0.04, 0.13, -0.08], [-0.39, 0.09, -0.02], [0.02, 0.00, 0.02], [-0.09, -0.01, -0.04], [0.02, -0.01, 0.02], [0.00, -0.02, -0.01], [-0.02, -0.10, 0.02], [0.15, 0.00, -0.07], [0.03, -0.02, 0.00], [-0.11, -0.01, 0.01], [0.05, -0.03, 0.03], [0.03, 0.01, 0.03], [-0.01, -0.06, -0.06], [0.14, 0.06, 0.10], [0.01, -0.01, -0.01], [0.01, 0.05, 0.05], [-0.01, 0.02, -0.03], [0.04, 0.03, 0.19], [0.01, -0.02, 0.00], [-0.01, -0.02, 0.01], [0.01, -0.04, -0.11], [-0.03, -0.01, 0.00], [-0.01, 0.00, 0.00], [-0.01, -0.03, -0.12], [0.02, 0.00, 0.00], [-0.26, 0.26, -0.41], [0.00, -0.04, -0.02], [-0.09, -0.04, -0.08], [0.17, -0.14, 0.21], [0.00, -0.02, 0.03], [0.02, 0.00, -0.04], [0.21, -0.08, 0.25], [0.02, 0.03, 0.03], [0.02, 0.01, 0.01], [-0.01, -0.03, -0.01], [-0.06, -0.09, 0.04], [-0.02, 0.02, 0.01], [-0.04, 0.03, 0.03], [-0.02, 0.01, -0.03], [0.00, 0.00, 0.00], [0.01, 0.01, -0.01], [0.00, -0.01, 0.00], [0.00, 0.00, 0.01], [0.03, -0.01, 0.03], [-0.01, 0.05, -0.01], [0.01, 0.00, 0.00], [-0.01, 0.00, 0.00], [-0.01, 0.03, 0.00], [0.00, 0.00, 0.01], [0.01, 0.01, 0.00], [0.00, 0.01, -0.01], [-0.01, 0.01, -0.02], [0.01, -0.02, -0.02], [-0.01, 0.00, 0.00], [0.00, -0.02, -0.01], [0.01, 0.00, -0.01], [-0.01, 0.00, -0.01], [-0.01, -0.01, 0.00], [0.01, 0.00, 0.01], [-0.01, -0.02, -0.02], [0.01, 0.00, 0.00], [0.00, 0.00, 0.00], [-0.01, 0.00, 0.00], [0.00, -0.01, 0.00], [0.00, 0.00, 0.00], [0.00, -0.01, 0.00], [-0.05, -0.03, 0.01], [0.00, -0.01, 0.00], [0.03, 0.01, 0.00], [0.01, 0.00, 0.00], [0.00, 0.01, 0.00], [-0.02, 0.02, -0.05], [0.00, 0.01, -0.01]]
}

=====

No. 2
{
  "formula": "C37H34AuNP2Si",
  "method": "wB97M-V/def2-TZVPD",
  "e_lumo_ev": 0.22,
  "orbital_gap_ev": 7.8,
  "energy_ev": -70559.5298,
  "homo_energy_ev": -7.57,
  "elements": ["Au", "P", "P", "Si", "N", "C", "C", "C", "C", "C", "C", "C", "C", "C", "C", "C", "C", "C", "C", "C", "C", "C", "C", "C", "C", "C", "C", "C", "C", "C", "C", "C", "C", "C", "C", "C", "C", "C", "C", "C", "C", "C", "H", "H", "H", "H", "H", "H", "H", "H", "H", "H", "H", "H", "H", "H", "H", "H", "H", "H", "H", "H", "H", "H", "H", "H", "H", "H", "H", "H", "H", "H", "H", "H", "H", "H"],
  "xyz": [[-0.00354, -0.06607, -0.03883], [0.41330, -0.12645, 3.11181], [2.30548, -0.29371, 0.83668], [-2.32627, -0.01921, -0.38883], [2.00431, 0.37518, 2.42526], [3.64787, -2.40527, 2.09970], [0.91143, -4.17272, 3.92372], [4.66357, -0.69197, -0.52660], [-4.55889, -3.41762, 0.62351], [2.20167, -4.37653, 0.77015], [-2.01696, 1.39138, -2.88961], [1.91060, -3.03148, 0.55194], [-0.05019, 0.21142, 7.15135], [1.22472, 0.48108, 7.63945], [-3.07919, -1.75186, -0.36216], [3.21881, -4.72884, 1.64350], [-4.27126, 0.82832, -2.28937], [0.33767, -1.96508, 3.12784], [-4.73561, 1.44946, -3.44140], [-3.83743, 2.04657, -4.32259], [6.52776, 0.81280, -0.74716], [0.80862, 0.17949, 4.88978], [-2.47738, 2.01439, -4.04808], [2.28475, 0.61312, 6.75384], [-0.73914, -2.51977, 2.43743], [-4.15220, -4.35548, -0.31748], [5.85031, 1.74394, 0.02326], [-2.68028, -2.71770, -1.29783], [3.94100, -3.74182, 2.31398], [1.90110, 1.87098, 2.41292], [-0.99025, -3.89152, 2.47091], [3.98432, 0.22215, 0.28853], [2.62969, -2.04473, 1.21374], [4.57940, 1.46184, 0.51724], [1.15172, -2.80824, 3.89104], [-0.15968, -4.71688, 3.21268], [-0.25596, 0.07096, 5.78634], [-3.21091, -4.00226, -1.28120], [2.07809, 0.46497, 5.38230], [-2.90326, 0.79076, -1.98757], [5.92008, -0.40255, -1.03545], [-4.02580, -2.12879, 0.59882], [-0.94973, 1.36939, -2.68270], [-1.94098, -2.45863, -2.05395], [3.45279, -5.77471, 1.80570], [-3.06156, 0.68514, 0.70842], [-1.77394, 2.47169, -4.73441], [-4.98487, 0.35818, -1.61484], [-1.83453, -4.29637, 1.91850], [4.73102, -4.01884, 3.00551], [-1.39586, -1.87462, 1.86669], [1.30106, 2.20497, 3.25465], [1.10754, -2.74981, -0.12325], [-5.29072, -3.68670, 1.37661], [1.38831, 0.59045, 8.70604], [1.97651, -2.39495, 4.46031], [4.07407, 2.23096, 1.06910], [2.90952, 0.55856, 4.68991], [4.21568, -1.65080, -0.75813], [1.42823, 2.26015, 1.50028], [2.87309, 2.32472, 2.54659], [4.20806, -1.63256, 2.61896], [-2.89100, -4.73001, -2.01816], [3.27972, 0.82763, 7.12796], [6.30143, 2.70428, 0.23998], [-4.20001, 2.53388, -5.22069], [1.62802, -5.14300, 0.25941], [-1.25304, -0.14016, 5.40868], [7.51765, 1.03572, -1.13103], [-4.56442, -5.35783, -0.30069], [-0.88510, 0.11522, 7.83608], [6.42623, -1.13322, -1.65525], [-0.34917, -5.78430, 3.25463], [-4.35191, -1.40391, 1.34173], [-5.79809, 1.46822, -3.65489], [1.55654, -4.81857, 4.51063]],
  "forces_ev_per_a": [[0.56, 0.03, -0.30], [0.16, 0.04, 0.14], [-0.73, -0.05, 0.66], [-0.12, 0.06, 0.05], [0.01, 0.11, -0.17], [0.08, 0.00, -0.09], [-0.11, 0.06, -0.01], [0.02, -0.03, 0.06], [0.11, 0.08, -0.06], [0.02, 0.10, -0.02], [-0.16, -0.04, 0.02], [0.00, -0.12, -0.03], [0.02, 0.02, -0.03], [-0.03, -0.01, -0.05], [-0.08, -0.23, 0.07], [0.11, 0.11, -0.01], [0.07, 0.02, -0.08], [-0.13, 0.00, 0.20], [0.08, -0.01, 0.01], [-0.02, -0.04, 0.08], [0.01, -0.01, -0.01], [0.08, -0.21, -0.05], [-0.02, -0.07, 0.11], [-0.03, 0.01, -0.16], [-0.04, -0.08, 0.02], [0.04, 0.09, 0.02], [-0.13, -0.05, 0.00], [-0.07, -0.02, 0.09], [0.01, -0.02, -0.07], [-0.02, -0.34, -0.18], [0.03, 0.12, 0.00], [-0.11, 0.07, -0.20], [0.30, 0.04, -0.11], [0.16, -0.07, -0.08], [-0.10, -0.01, 0.01], [-0.01, 0.09, 0.06], [-0.01, -0.01, 0.00], [0.00, 0.10, 0.07], [0.08, -0.02, 0.14], [0.01, 0.15, -0.22], [-0.03, 0.04, 0.00], [0.05, -0.08, -0.10], [-0.09, 0.00, 0.00], [-0.08, -0.02, 0.07], [-0.02, 0.04, 0.02], [0.05, -0.04, -0.02], [-0.02, -0.01, 0.03], [0.08, 0.06, -0.07], [0.10, 0.06, 0.07], [-0.08, 0.02, -0.08], [0.00, 0.00, -0.01], [-0.13, -0.03, 0.09], [0.04, -0.02, 0.03], [0.02, 0.01, -0.02], [-0.02, 0.00, -0.08], [-0.04, 0.02, 0.00], [-0.09, 0.07, 0.13], [-0.07, -0.04, 0.08], [0.01, 0.01, 0.04], [0.05, -0.08, 0.03], [0.22, 0.01, 0.01], [-0.04, -0.06, -0.05], [-0.01, 0.02, 0.02], [-0.05, 0.00, -0.03], [-0.02, -0.02, -0.01], [0.01, -0.03, 0.04], [0.05, 0.08, 0.05], [0.05, 0.02, 0.03], [-0.09, -0.02, 0.03], [0.01, 0.04, -0.01], [0.04, 0.00, -0.04], [-0.03, 0.03, 0.03], [0.03, 0.06, -0.02], [0.03, -0.07, -0.09], [0.03, 0.01, 0.00], [-0.05, 0.05, -0.05]]
}

=====

M
In order: 896.61; 779.69
Unit: g/mol